# 1
DFT (ωB97M-V with the def2-TZVPD basis set) results for a structure of composition C23H35OPb.

The geometry in XYZ format:
```
60
Properties=species:S:1:pos:R:3:forces:R:3:lowdin_charge:R:1
Pb 0.122 0.382 0.597 -1.0003 -1.0493 -1.0684 1.49
O -1.977 0.637 2.160 -0.1673 0.0832 0.3809 -0.26
C 1.881 3.029 -2.326 0.0718 0.4366 -0.6664 -0.06
C -2.273 -0.874 -1.674 -0.2335 -1.0243 1.2608 -0.23
C -2.198 -1.750 -0.564 -0.0652 1.0632 -0.7857 -0.26
C 3.229 -2.608 1.625 0.2080 0.9519 -0.1323 -0.07
C 2.931 0.272 1.635 -1.9128 -3.3698 -1.7460 -0.11
C -3.483 -0.140 -2.108 -0.3318 0.2575 -0.1502 -0.03
C 2.057 -2.060 2.237 1.0924 -0.7656 -0.8063 -0.14
C 3.862 -1.780 0.669 -0.6250 -0.1261 0.5826 -0.10
C 3.650 -0.373 0.633 1.0865 -0.2140 -1.0635 -0.15
C 1.768 -0.758 1.851 2.2261 3.6384 3.1976 -0.30
C -0.138 -1.723 -1.594 -0.2854 1.6472 -0.7328 -0.30
C -3.312 -2.120 0.335 -0.4794 -0.2127 0.3326 -0.04
C -0.884 -2.284 -0.512 -0.1845 0.7089 0.5867 -0.27
C -0.651 3.118 -0.839 -1.6926 -1.6584 -0.0722 -0.04
C -0.693 -0.120 -3.559 0.0595 0.1961 -0.4521 -0.04
C -1.697 0.043 3.458 0.0905 0.0154 -0.1481 -0.30
C -2.787 0.361 4.468 0.2211 -0.2194 0.0698 -0.07
C 0.374 3.928 -0.549 2.4422 2.2264 0.5629 -0.21
C -0.422 -3.334 0.421 0.2055 -0.5225 0.2937 -0.04
C -1.012 -0.862 -2.318 1.3034 -0.8129 0.6483 -0.26
C 2.795 4.402 -0.440 -0.6846 0.1167 0.1507 -0.04
C 1.578 4.089 -1.309 -0.1584 -2.0743 2.1841 -0.20
C 1.248 -2.096 -1.958 0.6089 -0.3553 -0.3088 -0.05
H -3.759 -0.042 4.163 0.1641 0.0559 -0.0586 0.09
H -1.319 -0.470 -4.396 0.1865 0.1628 0.1799 0.10
H 4.042 0.225 -0.241 0.4942 -0.6375 1.3764 0.13
H -2.746 1.213 2.271 0.1637 -0.0472 -0.2294 0.10
H 4.599 -2.188 0.003 0.2008 -0.1261 -0.1527 0.10
H 2.474 4.210 0.592 0.3085 0.2283 -0.0337 0.08
H 3.318 1.265 1.933 -1.7542 -0.1578 -0.1217 0.11
H -3.806 -3.049 0.003 0.0909 0.2270 0.1425 0.10
H -0.794 2.629 -1.812 0.0235 0.2400 0.4865 0.06
H -2.960 -2.285 1.362 -0.1583 0.0220 -0.1601 0.07
H 0.378 4.378 0.483 -0.0549 -0.2318 -1.2637 0.13
H -0.714 0.423 3.771 -0.2702 -0.0708 0.1484 0.10
H 2.952 2.816 -2.323 -0.1979 0.0887 -0.2511 0.08
H 1.464 -2.644 2.972 0.0434 0.4195 -1.0448 0.12
H 0.355 -0.255 -3.849 -0.2136 0.0821 0.0048 0.07
H -1.589 -1.036 3.280 -0.1465 0.2030 0.1467 0.11
H 1.897 -2.157 -1.073 -0.0749 -0.0528 -0.2350 0.05
H 1.690 -1.364 -2.647 -0.0460 -0.2204 0.1743 0.08
H -0.917 -4.299 0.216 0.0923 0.2782 0.0510 0.11
H 1.573 3.171 -3.367 -0.1231 0.2141 0.1818 0.10
H -0.881 0.958 -3.443 0.0231 -0.1733 -0.1480 0.06
H 1.361 2.143 -1.972 -0.0738 -0.5452 -0.0597 0.04
H -0.650 -3.069 1.464 -0.0062 -0.1649 -0.2238 0.08
H 3.230 5.397 -0.458 -0.0820 0.2223 -0.2642 0.09
H 0.659 -3.497 0.345 -0.2408 0.0165 0.0194 0.07
H -4.079 -1.335 0.352 0.1272 -0.2018 0.0838 0.08
H 1.277 -3.081 -2.458 0.0873 0.3027 0.1382 0.10
H -3.220 0.715 -2.740 -0.1264 -0.1010 0.0758 0.08
H -2.880 1.438 4.645 0.0551 -0.1147 -0.1025 0.09
H -2.528 -0.103 5.423 -0.0582 0.0645 -0.0689 0.09
H -1.437 2.992 -0.081 0.1401 0.1480 -0.6631 0.05
H 3.574 3.680 -0.682 0.1223 0.2022 0.0056 0.07
H 3.670 -3.594 1.860 -0.6392 0.5871 -0.1509 0.12
H -4.158 -0.786 -2.690 0.1202 0.1824 0.1144 0.10
H -4.050 0.229 -1.243 0.0279 -0.0387 -0.2159 0.08
```
Forces are in eV/Å.

- Energy above the lowest of the compared OMol25 structures with the same formula, charge and spin: 797.3 kJ/mol
- Total charge: +1
- HOMO level (alpha / beta): -9.3244 / -8.9300 eV
- E: -1164.9183 Eh
- LUMO (alpha / beta): -5.77 / -5.16 eV
- Frontier orbital gap (alpha / beta): 3.6 / 3.8 eV


# 2
DFT (ωB97M-V with the def2-TZVPD basis set) results for a structure of composition C23H36ClN4O3PS5TeTl.

The geometry in XYZ format:
```
75
Properties=species:S:1:pos:R:3:forces:R:3:lowdin_charge:R:1
Tl 0.547 0.168 -0.636 0.0654 -0.0423 -0.0681 0.66
Te -3.588 0.102 -3.284 0.0931 0.0002 0.0161 0.84
Cl 0.064 6.900 0.999 -0.0066 0.0209 0.0144 0.59
S 5.306 -2.793 0.412 -0.0125 -0.0109 0.0176 0.86
S 3.346 -0.111 1.430 -0.0051 -0.0170 0.0698 0.80
S 1.299 -3.108 1.746 0.0069 0.0134 0.0017 0.83
S -1.457 1.119 -3.032 -0.0901 -0.0164 -0.0217 0.28
S 0.122 -1.410 -3.457 0.0551 -0.0477 0.0268 0.54
P -3.668 -1.065 -1.129 0.0210 0.0490 0.0545 0.19
O -3.644 -2.642 -1.341 0.0468 0.0682 0.0094 -0.27
O -5.208 -0.867 -0.773 -0.0576 -0.0001 -0.0721 -0.30
O -2.715 -0.544 -0.133 -0.0140 -0.0464 0.0155 -0.36
N -1.159 2.130 0.366 0.0509 0.0572 0.0171 -0.02
N -1.082 0.072 2.564 -0.0373 0.0396 0.0804 0.01
N -1.138 2.774 -6.215 0.0012 0.0175 -0.0096 0.14
N 1.424 -0.641 -6.970 -0.0094 -0.0095 -0.0094 0.14
C 0.489 4.091 -1.834 0.0006 0.0050 -0.0244 -0.08
C 3.826 -3.812 0.689 0.0204 -0.0047 0.0001 -0.53
C -0.689 1.800 -5.790 -0.0132 0.0021 -0.0046 -0.29
C 1.424 3.181 -1.296 -0.0511 -0.0709 -0.0380 -0.39
C 5.510 -1.896 1.973 0.0099 -0.0116 -0.0377 -0.55
C -0.130 0.578 -5.313 -0.0237 0.0142 0.0227 -0.40
C -2.444 -3.319 -1.801 -0.0070 -0.0744 -0.0423 -0.27
C 0.078 5.219 -1.146 0.0101 0.0173 0.0266 -0.13
C 2.182 -2.179 3.019 -0.0058 -0.0132 -0.0258 -0.54
C -5.729 -1.444 0.444 0.0226 0.0002 0.0660 -0.27
C 1.940 3.506 -0.022 0.0129 0.0093 0.0464 -0.08
C 2.331 -0.676 2.818 0.0561 0.0488 -0.0112 -0.52
C 1.531 4.630 0.673 0.0184 -0.0072 -0.0019 -0.14
C 0.732 -0.111 -6.217 0.0517 -0.0131 -0.0082 -0.25
C 1.746 1.933 -1.947 0.0217 0.0705 0.0616 -0.26
C -5.892 -0.366 1.492 -0.0225 -0.0379 -0.0172 -0.07
C 2.466 -3.182 0.360 -0.0130 0.0429 -0.0157 -0.55
C -0.424 0.043 -4.072 -0.0589 0.0565 -0.0004 -1.16
C 0.594 5.484 0.115 -0.0145 -0.0034 -0.0241 -0.70
C 5.033 -0.445 1.977 -0.0311 0.0004 -0.0259 -0.54
C -1.259 2.420 1.796 -0.0428 -0.0145 -0.0193 -0.26
C -1.919 1.272 2.541 0.0263 -0.0081 -0.0613 -0.28
C -1.421 -3.497 -0.704 -0.0414 -0.0196 -0.0174 -0.10
H 2.586 -2.194 -0.078 -0.0041 -0.0460 0.0158 0.00
H 5.188 -0.013 2.970 -0.0132 0.0082 0.0012 0.08
H -0.645 5.894 -1.586 -0.0055 0.0087 0.0035 0.10
H -6.326 -0.792 2.399 -0.0021 0.0073 -0.0026 0.08
H -2.111 1.589 3.570 0.0488 0.0012 -0.0037 0.11
H -2.807 -4.279 -2.168 0.0135 0.0271 -0.0114 0.12
H 2.662 2.837 0.437 -0.0053 0.0019 -0.0076 0.09
H 5.043 -2.477 2.766 0.0077 -0.0036 0.0026 0.05
H 6.584 -1.903 2.179 0.0011 -0.0013 0.0042 0.06
H -2.071 1.914 -0.025 0.0246 -0.0670 0.0141 0.06
H 1.936 -3.796 -0.369 0.0033 -0.0013 -0.0029 0.06
H 3.140 -2.658 3.219 -0.0045 -0.0082 0.0121 0.04
H 0.071 3.894 -2.815 -0.0008 -0.0050 -0.0112 0.10
H 1.570 -2.340 3.911 -0.0007 0.0067 0.0075 0.07
H -5.062 -2.237 0.790 -0.0263 0.0124 -0.0083 0.11
H -0.556 -4.015 -1.123 0.0115 -0.0241 0.0031 0.08
H 1.348 -0.235 2.634 -0.0149 -0.0047 0.0216 0.03
H -1.834 3.335 1.996 0.0215 0.0124 -0.0113 0.11
H -2.021 -2.758 -2.637 -0.0202 0.0047 0.0200 0.03
H -1.399 -0.553 3.296 -0.0398 -0.0376 -0.0443 0.07
H 5.643 0.130 1.277 0.0217 0.0023 0.0122 0.07
H -6.549 0.423 1.127 -0.0084 0.0071 0.0030 0.08
H -6.685 -1.895 0.178 0.0228 0.0083 -0.0059 0.12
H -2.892 1.082 2.069 -0.0561 0.0148 0.0402 0.08
H 1.542 1.903 -3.015 -0.0177 -0.0215 -0.0154 0.03
H -0.248 2.575 2.180 -0.0122 -0.0125 0.0221 0.11
H 2.749 1.567 -1.721 -0.0077 -0.0370 -0.0283 0.03
H 1.937 4.844 1.654 -0.0012 0.0061 0.0070 0.10
H 2.729 -0.230 3.734 -0.0053 0.0131 -0.0017 0.08
H -4.926 0.070 1.737 0.0320 0.0031 0.0061 0.06
H -1.820 -4.093 0.119 -0.0064 0.0058 0.0101 0.08
H 3.857 -4.188 1.712 0.0026 -0.0010 0.0003 0.06
H -1.080 -2.539 -0.318 0.0123 0.0380 0.0035 0.01
H 3.992 -4.676 0.044 -0.0008 0.0006 -0.0021 0.06
H -0.780 2.929 -0.134 -0.0538 0.0063 -0.0106 0.04
H -1.187 -0.430 1.687 0.0505 0.0104 -0.0335 0.00
```
Forces are in eV/Å.

- Energy above the lowest of the compared OMol25 structures with the same formula, charge and spin: 169.2 kJ/mol
- Total charge: -1
- HOMO level: -3.6209 eV
- E: -4575.8964 Eh
- LUMO: 1.81 eV
- Frontier orbital gap: 5.4 eV


# 3
DFT (ωB97M-V with the def2-TZVPD basis set) results for a structure of composition C23H36N2O3PRhSTe.

The geometry in XYZ format:
```
68
Properties=species:S:1:pos:R:3:forces:R:3:lowdin_spin:R:1
Te 1.098 -1.927 0.029 0.1332 -0.0393 -0.0790 0.14
Rh -0.334 0.220 -0.694 -1.3836 0.3422 0.6791 2.05
S -1.439 3.269 -4.274 -0.4941 1.3241 -0.9571 0.02
P 2.418 -0.231 -1.097 2.5434 -1.0950 -1.1441 0.03
O 2.726 1.101 -0.585 -0.4521 0.3770 0.2240 0.05
O 3.960 -0.943 -1.103 -0.4594 0.5382 0.2569 0.01
O 2.169 -0.170 -2.724 -0.0450 0.4746 1.2261 0.01
N -0.625 1.193 -2.634 -0.3283 0.6067 0.0905 0.05
N -2.182 -0.233 -0.232 1.6048 0.3054 -0.4324 0.85
C 0.147 3.318 0.088 0.1088 0.4076 0.5143 0.04
C 0.368 4.765 0.000 0.0077 -0.0079 -0.0902 0.00
C -2.934 -3.018 -1.208 -0.0655 0.0936 -0.0404 0.01
C -3.045 -1.348 -3.110 -0.0247 0.0487 0.1441 0.01
C 0.504 -1.262 -4.081 0.2857 0.1194 0.2942 0.00
C -3.426 1.094 2.141 0.0525 0.1486 0.1569 0.01
C -2.312 0.222 2.722 -0.0096 0.0541 -0.1969 0.01
C 1.416 5.203 1.030 -0.0594 -0.0253 -0.0269 0.00
C -5.710 -0.800 -0.963 -0.2911 0.1102 -0.1066 0.00
C -0.957 5.496 0.254 0.0868 -0.0198 -0.0234 0.00
C 1.896 -1.317 -3.477 -0.1876 -0.9152 -0.4657 0.00
C 4.288 -2.230 -1.513 -0.1271 -0.5768 -0.0999 0.00
C -3.474 -0.236 -0.095 -1.8707 -0.1140 0.2668 0.10
C -0.968 2.113 -3.270 0.5435 -1.7329 0.7608 0.02
C 0.873 5.066 -1.416 -0.0246 0.0478 -0.0216 0.00
C -4.346 -0.972 -0.995 0.2887 -0.2764 -0.0863 0.13
C -0.008 2.120 0.194 -0.2493 -0.5014 -0.4686 0.12
C -6.320 0.041 -0.044 0.0021 -0.0083 0.1022 0.14
C 5.625 -2.642 -0.902 -0.4177 0.2674 -0.1481 0.00
C -2.888 2.476 1.772 -0.1199 -0.1702 -0.0569 0.01
C -5.522 0.627 0.929 -0.3901 0.1294 0.0168 -0.01
C -3.799 -2.002 -1.956 0.1467 -0.1090 -0.1488 0.01
C -4.154 0.477 0.966 0.3338 -0.0340 0.1318 0.13
H 0.318 -2.142 -4.692 -0.0004 -0.1724 -0.1128 0.00
H -4.174 1.228 2.942 0.0306 -0.0708 -0.2300 0.00
H -3.510 -3.458 -0.393 -0.0043 -0.1114 0.0779 0.00
H 0.389 -0.361 -4.674 -0.1064 0.1147 -0.0980 0.00
H 1.090 4.935 2.034 -0.0126 -0.0108 0.0874 0.00
H -2.066 -2.518 -0.782 0.1056 -0.1317 -0.0290 0.00
H -6.324 -1.332 -1.685 0.0823 -0.0349 0.0277 0.00
H -3.710 -0.706 -3.683 -0.0771 0.1089 -0.1015 0.00
H 5.533 -2.672 0.180 0.0610 -0.0015 0.1498 0.00
H -1.953 0.670 3.651 0.0504 -0.0109 0.0350 0.00
H -7.393 0.184 -0.046 -0.0082 0.0308 -0.0043 0.01
H -2.178 2.391 0.951 0.0423 0.1312 0.0608 0.00
H -2.628 -2.099 -3.781 0.0988 -0.0851 -0.0632 0.00
H 5.918 -3.624 -1.268 0.0597 -0.1040 -0.0237 0.00
H -1.326 5.270 1.254 -0.0371 -0.0212 0.0642 0.00
H 0.180 4.655 -2.147 -0.0506 0.0469 -0.1046 0.00
H -1.701 5.158 -0.466 -0.0816 0.0092 -0.0545 0.00
H 1.837 4.583 -1.572 0.0634 -0.0296 -0.0160 0.00
H -2.603 -3.814 -1.876 0.0679 -0.0399 -0.0417 0.00
H 1.965 -2.220 -2.851 0.0411 0.1279 -0.1486 0.00
H -2.376 2.915 2.628 0.1568 0.1053 0.0630 0.00
H -2.245 -0.724 -2.719 0.0746 0.0110 -0.1261 0.00
H -2.676 -0.784 2.935 0.0052 -0.0867 0.0279 0.00
H -0.837 6.579 0.160 0.0370 0.0593 -0.0222 0.00
H 2.357 4.694 0.831 0.0750 -0.0429 0.0230 0.00
H 4.364 -2.269 -2.610 -0.0214 -0.0640 0.0371 0.00
H -4.653 -2.555 -2.384 0.0595 0.2146 0.1704 0.00
H -1.478 0.153 2.022 0.0016 -0.0079 0.1473 0.00
H -5.999 1.241 1.688 0.0720 -0.0514 0.0930 0.00
H 3.503 -2.942 -1.197 0.2069 0.0897 -0.1390 0.00
H 6.384 -1.911 -1.173 0.1313 0.0163 0.0256 0.00
H -0.215 -1.221 -3.266 -0.0757 -0.0479 -0.1312 0.00
H 0.978 6.142 -1.586 0.0170 0.0851 0.0311 0.00
H -3.699 3.140 1.477 -0.1224 0.0923 -0.0627 0.00
H 2.664 -1.388 -4.265 -0.0923 0.0069 0.1483 0.00
H 1.578 6.283 0.988 0.0122 0.1054 -0.0325 0.00
```
Forces are in eV/Å.

- Energy above the lowest of the compared OMol25 structures with the same formula, charge and spin: 122.1 kJ/mol
- Total charge: -2
- 2S+1: 5
- HOMO level (alpha / beta): -1.1528 / -1.5872 eV
- E: -2351.3264 Eh
- LUMO (alpha / beta): 4.17 / 4.15 eV
- Frontier orbital gap (alpha / beta): 5.3 / 5.7 eV